Entry from the OMol25 dataset: a structure of composition C48H58Ge2LiN2O3P (ωB97M-V with the def2-TZVPD basis set).

```
115
Properties=species:S:1:pos:R:3:forces:R:3
Li 0.1282 -0.3675 -0.4979 -0.320 0.200 0.003
C 0.7156 -0.3858 -4.9486 0.076 -0.035 0.078
C -0.2250 -0.2326 -3.7504 -0.118 -0.150 0.065
C -1.0327 1.0516 -3.9152 -0.052 0.039 0.116
C -1.1947 -1.4146 -3.7075 0.062 -0.056 0.012
O 0.4792 -0.1723 -2.5171 0.345 0.035 0.005
Ge 2.1748 -0.9832 -2.2392 0.064 -0.008 -0.175
O 1.3217 -2.6211 -1.9163 0.050 -0.325 0.129
C 1.8899 -3.8867 -2.2081 0.076 0.101 -0.058
C 3.3453 -3.9821 -1.7264 -0.053 0.098 0.127
C 1.8471 -4.1456 -3.7171 0.061 0.046 -0.084
C 1.0558 -4.9610 -1.5131 -0.111 0.062 0.017
O 2.0289 -0.3993 -0.4092 0.356 0.012 -0.146
C 2.9814 0.4251 0.2680 -0.044 0.019 -0.045
C 3.7255 -0.4026 1.3171 -0.017 -0.106 -0.017
C 2.2251 1.5482 0.9808 -0.076 -0.032 -0.055
C 4.0215 1.0322 -0.6808 -0.094 0.004 -0.056
H 0.1424 -0.3641 -5.8793 0.001 0.019 0.019
H 1.4427 0.4300 -4.9644 -0.014 -0.032 -0.011
H 1.2614 -1.3336 -4.9073 -0.037 0.055 -0.016
H -1.7554 0.9403 -4.7297 0.030 0.034 0.014
H -1.5699 1.2579 -2.9854 0.012 -0.002 -0.040
H -0.3873 1.9019 -4.1340 0.039 0.046 0.034
H -1.7435 -1.5082 -4.6494 -0.019 0.016 0.008
H -0.6370 -2.3362 -3.5226 -0.043 0.077 0.009
H -1.9093 -1.2685 -2.8925 0.069 0.060 -0.129
H 3.9862 -3.2990 -2.2892 -0.022 -0.019 0.006
H 3.4004 -3.7075 -0.6680 0.006 -0.041 -0.141
H 3.7298 -4.9995 -1.8460 -0.003 0.031 0.009
H 2.4112 -3.3747 -4.2498 -0.004 -0.031 0.012
H 2.2796 -5.1221 -3.9589 -0.017 0.042 -0.008
H 0.8147 -4.1274 -4.0753 0.030 0.021 0.020
H 1.0339 -4.7935 -0.4387 -0.018 -0.003 0.038
H 0.0259 -4.9298 -1.8778 0.025 0.016 -0.010
H 1.4657 -5.9572 -1.7106 -0.028 0.047 0.013
H 3.0357 -0.7750 2.0784 0.000 -0.007 -0.021
H 4.2325 -1.2535 0.8498 -0.066 0.041 0.019
H 4.4773 0.2165 1.8154 -0.011 -0.051 -0.004
H 1.3060 1.1487 1.4135 0.037 0.039 -0.015
H 2.8324 2.0006 1.7710 -0.019 -0.018 -0.028
H 1.9369 2.3398 0.2899 -0.028 0.002 -0.046
H 4.6870 0.2646 -1.0828 -0.022 0.039 -0.008
H 3.5365 1.5321 -1.5236 0.011 0.005 0.059
H 4.6205 1.7728 -0.1430 -0.008 -0.043 0.003
N -1.8750 -2.2478 2.3574 0.120 -0.003 -0.406
P -0.1809 -1.8328 2.1418 -0.127 -0.121 0.125
C 0.5832 -3.5062 2.1680 -0.007 0.011 0.137
C 1.8890 -3.5920 1.6923 -0.017 0.002 0.049
C 2.6058 -4.7774 1.8000 -0.030 -0.039 -0.002
C 2.0033 -5.9065 2.3373 -0.053 0.053 0.022
C 0.6740 -5.8484 2.7452 0.063 0.034 -0.038
C -0.0287 -4.6534 2.6656 -0.068 -0.075 -0.031
C 0.1087 -1.3383 3.9107 -0.122 0.063 -0.091
C -0.1632 -2.1493 5.0154 0.030 -0.072 0.010
C 0.0369 -1.6818 6.3063 0.026 0.025 -0.055
C 0.5241 -0.3948 6.5164 -0.046 -0.056 -0.040
C 0.8033 0.4185 5.4304 0.010 -0.035 -0.019
C 0.5878 -0.0489 4.1377 0.025 -0.025 -0.055
C -2.5981 -2.5138 1.1963 0.202 0.061 -0.002
C -3.9956 -2.5793 1.1749 -0.057 0.056 0.064
C -4.6133 -2.8530 -0.0273 -0.052 -0.001 0.076
C -3.8490 -3.0723 -1.1688 -0.010 0.009 -0.063
C -2.4744 -3.0091 -1.0428 0.141 -0.080 0.199
N -1.8620 -2.7384 0.1106 0.075 -0.006 0.093
H -2.3679 -1.7471 3.0793 -0.034 -0.022 0.049
H 2.3200 -2.7302 1.1982 0.068 0.059 0.044
H 3.6236 -4.8303 1.4294 -0.046 0.015 0.030
H 2.5581 -6.8345 2.4187 -0.030 0.028 -0.024
H 0.1859 -6.7375 3.1274 0.001 0.014 -0.003
H -1.0710 -4.6152 2.9665 0.067 0.032 0.031
H -0.5195 -3.1635 4.8687 0.001 0.057 -0.031
H -0.1763 -2.3257 7.1514 -0.006 0.008 -0.011
H 0.6814 -0.0294 7.5240 0.013 -0.023 -0.004
H 1.1888 1.4195 5.5811 -0.023 -0.003 -0.024
H 0.7954 0.5981 3.2936 -0.028 -0.010 0.049
H -4.5661 -2.4085 2.0802 0.006 0.007 -0.041
H -5.6950 -2.8989 -0.0775 0.016 0.017 0.006
H -4.3087 -3.2728 -2.1279 0.031 -0.012 0.040
H -1.8127 -3.1683 -1.8884 -0.111 -0.055 0.138
C -1.3749 1.0782 -0.1811 0.006 0.013 -0.189
Ge -1.3007 2.9897 -0.2319 -0.197 0.133 0.301
C -0.5563 3.6822 1.4678 0.046 -0.034 0.085
C 0.2627 4.8087 1.5472 0.000 -0.028 0.051
C 0.7346 5.2715 2.7723 -0.051 -0.070 0.015
C 0.3856 4.6147 3.9468 -0.032 0.013 -0.067
C -0.4311 3.4907 3.8879 0.027 0.007 -0.084
C -0.8884 3.0284 2.6581 0.051 0.068 -0.019
C -3.0767 3.8835 -0.3266 -0.140 -0.051 0.017
C -3.8909 3.6705 -1.4449 -0.014 0.051 0.049
C -5.1739 4.1993 -1.5204 0.068 0.000 0.062
C -5.6775 4.9535 -0.4655 0.059 -0.022 -0.005
C -4.8870 5.1762 0.6538 0.038 -0.021 -0.055
C -3.6006 4.6462 0.7189 -0.015 0.014 -0.107
C -0.2655 3.9254 -1.6337 0.075 -0.186 -0.217
C 0.9160 3.3708 -2.1366 -0.084 0.025 -0.039
C 1.6531 4.0118 -3.1247 -0.069 0.000 0.015
C 1.2058 5.2184 -3.6507 -0.038 -0.026 0.053
C 0.0234 5.7742 -3.1804 0.007 -0.044 0.058
C -0.7033 5.1318 -2.1812 0.128 0.063 0.045
H -2.3224 0.8103 -0.6866 -0.010 -0.012 0.071
H 0.5467 5.3282 0.6363 -0.016 -0.010 0.034
H 1.3743 6.1456 2.8131 0.005 0.000 -0.012
H 0.7468 4.9806 4.9019 -0.007 -0.025 -0.022
H -0.7047 2.9683 4.7972 -0.013 0.005 0.007
H -1.5091 2.1363 2.6109 0.038 0.038 0.011
H -3.5128 3.0792 -2.2758 -0.025 0.008 0.046
H -5.7844 4.0195 -2.3980 0.008 0.003 0.000
H -6.6796 5.3635 -0.5169 0.012 -0.005 -0.001
H -5.2725 5.7640 1.4792 0.007 -0.002 0.002
H -2.9937 4.8338 1.5992 -0.024 -0.017 -0.014
H 1.2319 2.3943 -1.7893 0.011 -0.045 0.015
H 2.5612 3.5548 -3.5026 -0.009 0.008 0.012
H 1.7683 5.7159 -4.4313 0.014 0.009 -0.008
H -0.3379 6.7093 -3.5924 0.000 0.005 -0.006
H -1.6228 5.5826 -1.8212 0.009 -0.025 -0.031
```
Positions in Å, forces in eV/Å.

Computed properties:
E_tot (eV): -182369.31037
Charge: -1
E_HOMO (alpha / beta) (eV): -4.06 / -4.35
2S+1: 2
HOMO-LUMO gap (alpha / beta) (eV): 6.512 / 6.787

Mulliken population analysis, charges in e, atoms 1 to 2:
1. Li 0.568
2. C -1.964

Entry from the OMol25 dataset: a cluster of 2 separate species, C4H11NO2 in total (ωB97M-V with the def2-TZVPD basis set).

```
18
Properties=species:S:1:pos:R:3:forces:R:3
C -0.8739 -1.7680 0.1009 -1.103 1.220 -3.383
N -0.1386 -0.6262 0.2976 0.685 -0.262 0.617
C -0.7025 0.4345 1.1558 -0.567 0.218 -1.456
C -0.2083 1.8829 0.8019 1.109 -2.396 -0.042
C 1.3144 -0.7740 0.2236 0.190 -0.453 1.609
O -0.4828 -2.7388 -0.5171 0.381 -0.442 1.117
H -1.9675 -1.5246 0.0177 0.314 -0.316 1.246
H -1.7272 0.5138 0.7942 -0.361 -0.531 0.632
H -0.7195 0.1092 2.1959 0.387 0.434 0.154
H -0.9123 2.2093 0.0582 -0.090 0.924 0.020
H 0.7871 1.8281 0.3240 -0.393 0.219 0.338
H -0.1177 2.4279 1.7214 -0.270 0.763 0.082
H 1.6907 -0.8271 1.3044 0.041 0.230 -1.578
H 1.7682 0.0163 -0.3599 0.149 0.455 0.308
H 1.5838 -1.6927 -0.3039 -0.357 -0.015 0.313
H 0.2115 0.3228 -1.8436 -0.199 0.121 0.021
H 0.3274 -0.3277 -3.1864 -0.057 0.103 -0.175
O 0.1670 0.5344 -2.7848 0.141 -0.272 0.176
```
Positions in Å, forces in eV/Å.

Computed properties:
E_tot (eV): -9910.71725
SMILES: CCN(C)C=O.O
E_HOMO (eV): -9.78
HOMO-LUMO gap (eV): 10.474

Mulliken population analysis, charges in e, atoms 1 to 2:
1. C 0.053
2. N 0.248